[1]
C8H17N2O4P | the ωB97M-V functional and the def2-TZVPD basis

Atoms and positions in Å:
C -2.591822 -0.452795 1.067730
C -2.417936 -0.341570 -0.447298
C -1.126200 -0.977559 -0.872478
N -1.015464 -1.393898 -2.315697
C -0.054477 0.072549 -0.646661
O 0.007397 0.757876 -1.769853
N 0.519695 0.296462 0.463464
C 1.168633 1.527087 0.804612
C -0.031350 2.344852 1.407482
C 1.758225 2.341877 -0.272224
O 1.696961 3.536540 -0.381490
H -1.731320 0.053322 1.612316
H -3.577463 0.011846 1.394047
H -2.559959 -1.542867 1.270751
H -2.329187 0.725817 -0.634417
H -3.265169 -0.727339 -1.007433
H -0.849498 -2.029228 -0.351507
H -0.145575 -2.002262 -2.453978
H -1.723971 -1.742321 -2.811319
H -0.367242 -0.030141 -2.543316
H 1.849504 1.294618 1.532918
H 0.121412 3.423913 1.702975
H -0.763474 2.511451 0.590773
H -0.557399 1.908831 2.241819
H 2.318305 1.752910 -1.153599
C 2.246671 -1.631206 1.321225
P 2.042087 -1.487825 -0.458234
O 1.395433 -2.636881 -1.045622
O 2.870717 -0.551066 -1.211300
H 1.408365 -2.139367 1.803107
H 3.169181 -2.266096 1.352066
H 2.534914 -0.607523 1.811136

Atoms 1-6, force components in eV/Å:
-0.23 -0.06 0.60
-0.10 0.73 0.54
1.31 -4.84 0.42
5.73 2.04 1.88
-0.83 0.48 -2.18
0.41 -0.43 -1.11

Properties
total energy: -29029.7211 eV
energy relative to the best compared isomer or geometry (same formula, charge and spin): 62.9 kcal per mole
SMILES string: CC[C@@H](N)/C(O)=N/[C@H](C)C=O.CP(=O)=O



[2]
C8H17N2P | the ωB97M-V functional and the def2-TZVPD basis

Atoms and positions in Å:
C 1.299920 0.725529 -2.500333
C 0.187758 1.191311 -1.379536
N 0.096762 0.058025 -0.389251
C 1.195278 -0.049048 0.555488
C 1.674953 -1.550660 0.800917
C 1.003213 0.675780 1.874507
C -1.266240 -0.209651 0.077308
C -2.115935 1.009632 0.413758
P -1.809104 -1.256507 -1.418755
C -1.472359 -1.179147 1.559313
N -1.897372 -1.825482 2.421392
H 2.323913 1.037514 -2.172160
H 1.267497 -0.377925 -2.497353
H 1.056243 1.136994 -3.437153
H 0.409391 2.173010 -0.935367
H -0.697460 1.292092 -1.879541
H 2.184945 0.332672 0.191156
H 1.877302 -2.026809 -0.095664
H 2.467951 -1.646627 1.456612
H 0.786105 -2.030887 1.142342
H 0.691327 0.053192 2.704297
H 0.187589 1.465106 1.887912
H 1.944194 1.060712 2.182522
H -1.899059 1.475501 1.369897
H -1.872467 1.606834 -0.476799
H -3.126285 0.630358 0.538173
H -1.299030 -2.412924 -0.714873
H -3.199031 -1.358596 -1.278807

Atoms 1-6, force components in eV/Å:
-0.24 0.08 3.36
3.85 -1.98 0.28
0.52 0.43 0.20
2.38 -0.96 0.47
-3.36 2.13 -0.41
-1.76 0.55 0.70

Properties
total energy: -20837.0048 eV
energy relative to the best compared isomer or geometry (same formula, charge and spin): 52.2 kcal per mole
SMILES string: CCN(C(C)C)[C@@](C)(P)C#N



[3]
C8H17N4 | the ωB97M-V functional and the def2-TZVPD basis

Atoms and positions in Å:
C -1.999563 -0.148392 2.232658
C 1.072683 -0.052453 2.553605
C 0.302983 -1.346216 2.120565
C 0.600998 -1.545155 -3.122732
C -0.261714 2.143105 -0.846487
C 0.095760 -0.230396 -2.511775
C 0.356237 -0.275404 -1.008445
C -0.643135 0.723282 -0.363508
N -1.823429 1.076676 1.846303
N 0.734196 0.935838 1.553766
N -0.948427 -0.753182 1.560028
N -0.621582 0.617522 1.126045
H -2.833346 -0.480572 2.664274
H 0.769390 0.179344 3.580057
H 2.166751 -0.346980 2.552147
H 0.769679 -1.885944 1.304087
H -0.018006 -2.055335 2.917146
H 1.677825 -1.686629 -2.738017
H 0.414669 -1.789334 -4.205374
H -0.113101 -2.400298 -2.540932
H 0.831853 2.425624 -0.506781
H -0.171125 2.170966 -1.866635
H -0.769276 2.900929 -0.271432
H -0.958554 0.018414 -2.730837
H 0.818286 0.408081 -2.984633
H 1.330302 0.121131 -0.841951
H 0.201798 -1.311245 -0.632238
H -1.667681 0.677691 -0.672380
H 0.685527 1.908933 1.833476

Atoms 1-6, force components in eV/Å:
2.91 2.59 -2.13
1.10 -2.21 1.15
-1.24 0.71 0.34
-1.94 -3.36 2.23
3.26 0.09 4.69
0.62 -1.07 -0.94

Properties
total energy: -14520.3305 eV
net charge: +1
energy relative to the best compared isomer or geometry (same formula, charge and spin): 111.0 kcal per mole



[4]
C8H17N4O | the ωB97M-V functional and the def2-TZVPD basis

Atoms and positions in Å:
C 3.877768 2.108681 0.062676
C 2.942112 0.899853 -0.092665
C 1.720141 1.115317 -0.883289
C 0.752606 -0.083797 -0.902446
N -0.318116 0.235104 0.032855
C -1.349872 -0.703791 0.161770
O -2.673614 -0.261623 -0.806543
C -2.686580 0.978579 -1.414862
N -1.203269 -2.033232 -0.236243
C -1.966199 -2.907753 0.251430
N -2.924207 -2.730134 1.227848
C -2.854147 -1.572134 1.857728
N -2.128343 -0.595200 1.401512
H 3.430449 2.824176 0.669728
H 4.856224 1.809646 0.450831
H 3.979018 2.621705 -0.889277
H 3.353690 -0.018580 -0.615943
H 2.881748 0.702591 1.007057
H 1.227610 2.002403 -0.558765
H 1.892537 1.229061 -1.924577
H 1.153229 -1.135187 -0.773190
H 0.418626 -0.206066 -1.944421
H -0.589513 1.107243 0.216661
H -3.437388 0.989769 -2.244492
H -1.769844 1.179595 -1.982864
H -3.020317 1.711284 -0.722288
H -1.924979 -3.836233 -0.378053
H -3.817555 -3.186520 1.441600
H -3.579959 -1.496196 2.699723
H -1.966924 0.268761 1.862608

Atoms 1-6, force components in eV/Å:
0.62 -1.21 -2.39
2.23 -1.17 1.08
-1.05 -1.11 0.26
0.19 -0.14 -0.75
-0.06 -7.20 0.13
-2.99 2.30 -1.84

Properties
total energy: -16570.2365 eV
net charge: +1
energy relative to the best compared isomer or geometry (same formula, charge and spin): 79.4 kcal per mole
SMILES string: CCCCN[C@@]1(OC)N=CNC=[NH+]1